1.
C8H13IN2OS | ωB97M-V/def2-TZVPD

Molar mass = 312.18 g mol⁻¹
LUMO level = -0.709 eV
Kohn-Sham gap = 0.2701 Eh

CARTESIAN COORDINATES (ANGSTROEM)
1 C 2.07887 -0.69998 0.25224
2 C -0.02845 1.38445 1.69619
3 C 0.14041 1.65691 0.19488
4 C -1.23801 0.52556 1.97931
5 C 0.63460 -2.40868 1.18261
6 C -0.39803 -2.35835 -0.00109
7 C 0.22366 0.51776 -0.78159
8 C 0.65500 0.61073 -2.17221
9 N 1.89585 -1.71686 0.85563
10 N -1.92984 0.07820 0.71977
11 O -1.96220 -0.83590 -1.56696
12 S -1.12217 -0.57706 -0.36699
13 I 3.81890 0.06110 -0.28677
14 H 0.97349 0.89980 1.94700
15 H -0.05018 2.38315 2.16795
16 H -0.75497 2.20918 -0.02193
17 H 1.05807 2.17909 0.16989
18 H -1.02242 -0.40822 2.71845
19 H -2.05721 1.12361 2.57369
20 H 0.19759 -2.12163 2.06588
21 H 0.85703 -3.41267 1.28427
22 H 0.13776 -2.72895 -0.99225
23 H -1.26042 -2.98466 0.34950
24 H 1.79106 0.66221 -2.36414
25 H 0.32803 1.56107 -2.64612
26 H 0.25543 -0.31286 -2.56062

2.
C23H28N4O2S | ωB97M-V/def2-TZVPD

Relative energy (zero: lowest compared OMol25 entry of this formula, charge and spin) = 0.0 kJ/mol
Molar mass = 424.57 g mol⁻¹
SMILES = CCN(CC)CCn1c(=S)[nH]c2cc(C(=O)NCc3ccc(C)cc3)ccc2c1=O
LUMO level = -0.212 eV
Kohn-Sham gap = 0.2899 Eh

CARTESIAN COORDINATES (ANGSTROEM)
1 C -6.94697 -1.23933 -0.99951
2 H -6.41195 -0.76775 -1.81831
3 C -5.99727 -2.12362 -0.20187
4 N -4.79446 -1.42465 0.22297
5 C -5.06500 -0.33669 1.14656
6 H -6.07701 -0.41390 1.56428
7 H -4.36586 -0.36579 1.98601
8 C -4.94588 1.04272 0.47769
9 N -3.58058 1.31387 0.06118
10 C -3.23802 1.19374 -1.25619
11 S -4.29714 0.89269 -2.47796
12 N -1.92463 1.36617 -1.58042
13 C -0.93972 1.68402 -0.68475
14 C 0.38609 1.85049 -1.07472
15 C 1.35079 2.17415 -0.13477
16 C 0.99106 2.35777 1.20352
17 C -0.32151 2.19796 1.59150
18 C -1.29638 1.85233 0.65794
19 C -2.69050 1.66136 1.07260
20 O -3.07326 1.78782 2.21723
21 H -0.62762 2.33817 2.61689
22 H 1.72892 2.65600 1.93247
23 C 2.75159 2.36220 -0.63298
24 O 2.98119 2.75471 -1.76010
25 N 3.71986 2.07370 0.26415
26 H 3.47635 1.62539 1.13289
27 C 5.12870 2.12664 -0.07436
28 C 5.72481 0.74594 -0.15706
29 C 5.25940 -0.14891 -1.11328
30 C 5.77809 -1.42683 -1.18958
31 C 6.77536 -1.84449 -0.31547
32 C 7.23648 -0.94738 0.63884
33 C 6.71504 0.33153 0.72126
34 H 7.08734 1.01465 1.47190
35 H 8.01125 -1.25335 1.32733
36 C 7.35684 -3.22121 -0.41891
37 H 7.72357 -3.56238 0.54641
38 H 6.61750 -3.92843 -0.78771
39 H 8.19560 -3.21755 -1.11592
40 H 5.40785 -2.11078 -1.93984
41 H 4.48909 0.16707 -1.80175
42 H 5.65502 2.72761 0.67392
43 H 5.18777 2.62777 -1.04496
44 H 0.67564 1.74014 -2.10889
45 H -1.70018 1.27999 -2.56369
46 H -5.22941 1.81013 1.20190
47 H -5.58092 1.09916 -0.40409
48 C -3.76548 -2.33855 0.68976
49 C -2.37136 -1.72258 0.62882
50 H -2.17565 -1.35518 -0.37548
51 H -2.26313 -0.90108 1.33273
52 H -1.62767 -2.47702 0.87443
53 H -3.77779 -3.21096 0.03220
54 H -3.96615 -2.69222 1.71714
55 H -6.53526 -2.55571 0.66317
56 H -5.68200 -2.94946 -0.84434
57 H -7.39678 -0.46920 -0.37844
58 H -7.74565 -1.85093 -1.41236